(w)
Density functional theory data (wB97M-V/def2-TZVPD) for a structure of composition C33H28Cl5N4NiOS3Si.

Last column: Löwdin spin population.
Atoms and positions in Å:
Ni  1.22  0.61  -2.29  1.72
Cl  4.96  5.91  -1.45  0.00
Cl  3.79  0.65  -2.22  0.03
Cl  -0.11  4.30  -2.37  0.00
Cl  5.93  2.93  -1.64  0.00
Cl  1.94  6.57  -1.83  0.00
S  -2.65  1.91  -1.92  0.00
S  -0.64  0.75  -3.90  0.06
S  -5.03  1.47  -0.21  0.00
Si  0.85  0.24  1.17  0.01
O  0.91  0.32  -0.41  0.05
N  1.76  -3.63  -2.19  0.00
N  -3.81  -0.30  -1.94  0.00
N  -2.74  -0.48  -2.80  0.01
N  1.24  -1.53  -2.57  0.02
C  2.19  -2.35  -2.19  0.00
C  0.67  1.95  1.94  0.00
C  -4.62  -1.46  -1.78  0.00
C  1.96  2.56  -2.27  0.04
C  3.18  0.00  2.93  0.00
C  4.83  -1.74  2.77  0.00
C  -0.65  -1.08  3.26  0.00
C  3.83  4.65  -1.77  0.00
C  -0.58  -0.88  1.75  0.00
C  0.57  2.24  3.31  0.00
C  4.35  -0.60  3.39  0.00
C  1.58  3.90  -2.19  0.01
C  2.46  -0.52  1.85  0.00
C  4.27  3.33  -1.85  0.00
C  3.31  2.37  -2.10  0.01
C  0.60  3.03  1.06  0.00
C  -2.04  0.61  -2.89  0.01
C  -3.95  0.91  -1.35  0.00
C  2.97  -1.66  1.25  0.00
C  0.14  -2.31  -2.82  0.00
C  -5.97  -1.37  -1.47  0.00
C  0.44  -3.61  -2.59  0.00
C  -6.13  -3.78  -1.51  0.00
C  0.45  4.33  1.50  0.00
C  0.35  4.59  2.86  0.00
C  -4.03  -2.70  -1.96  0.00
C  -0.43  -2.25  1.09  0.00
C  2.48  4.93  -1.94  0.00
C  -6.72  -2.53  -1.34  0.00
C  -1.89  -0.25  1.26  0.00
C  4.14  -2.28  1.69  0.00
C  0.41  3.54  3.76  0.00
C  -4.78  -3.85  -1.82  0.00
H  -0.32  -2.16  0.01  0.00
H  2.29  -4.43  -1.91  0.00
H  0.39  5.14  0.79  0.00
H  2.84  0.91  3.41  0.00
H  -0.15  -4.51  -2.66  0.00
H  2.44  -2.09  0.41  0.00
H  -1.43  -1.80  3.51  0.00
H  0.66  2.82  0.00  0.00
H  3.18  -2.07  -1.90  0.00
H  -0.78  -1.86  -3.15  0.00
H  -2.98  -2.75  -2.21  0.00
H  4.50  -3.17  1.20  0.00
H  5.74  -2.22  3.12  0.00
H  0.29  -1.45  3.67  0.00
H  0.34  3.73  4.83  0.00
H  0.42  -2.80  1.47  0.00
H  4.88  -0.18  4.22  0.00
H  -2.09  0.71  1.74  0.00
H  -7.77  -2.46  -1.10  0.00
H  0.23  5.61  3.22  0.00
H  -4.30  -4.81  -1.97  0.00
H  -0.91  -0.15  3.78  0.00
H  -1.86  -0.08  0.19  0.00
H  -6.44  -0.41  -1.34  0.00
H  0.62  1.44  4.04  0.00
H  -6.72  -4.68  -1.40  0.00
H  -2.74  -0.91  1.47  0.00
H  -1.32  -2.86  1.28  0.00

Summary:
2S+1 = 3
net charge = -1
expectation value of S² = 2.006

***

(x)
Density functional theory data (wB97M-V/def2-TZVPD) for a structure of composition C33H28Cl5N4NiOS3Si.

Last column: Löwdin spin population.
Atoms and positions in Å:
Ni  -0.05  -0.11  0.29  1.71
Cl  5.94  0.16  2.88  0.00
Cl  5.90  -0.17  -0.22  0.00
Cl  0.51  0.30  2.82  0.04
Cl  3.22  0.41  4.45  0.00
Cl  3.18  -0.28  -1.76  0.00
S  -1.19  -1.96  1.18  0.04
S  -4.92  -5.25  -1.78  0.00
S  -3.57  -2.96  -0.43  0.00
Si  -1.11  -0.73  -2.93  0.01
O  -0.50  -0.11  -1.61  0.06
N  -2.46  3.26  0.41  0.00
N  -1.60  -4.43  0.22  0.01
N  -0.80  1.84  0.29  0.03
N  -2.52  -5.21  -0.44  0.00
C  -5.78  -0.04  -2.70  0.00
C  -1.33  -9.22  -0.85  0.00
C  -1.93  2.12  0.90  0.00
C  -3.91  -1.00  -3.87  0.00
C  4.41  -0.03  0.64  0.00
C  -1.08  -0.41  -5.78  0.00
C  3.24  0.23  2.73  0.00
C  3.18  -0.07  -0.03  0.01
C  4.44  0.12  2.03  0.00
C  0.67  -2.92  -2.98  0.00
C  -4.91  0.45  -1.74  0.00
C  -0.67  -2.55  -3.17  0.00
C  1.10  -4.23  -3.16  0.00
C  -5.27  -0.77  -3.77  0.00
C  1.01  0.18  -4.56  0.00
C  -2.14  -6.58  -0.59  0.00
C  -1.57  -3.57  -3.49  0.00
C  2.06  0.19  2.00  0.01
C  0.18  -5.21  -3.51  0.00
C  -0.98  1.66  -4.38  0.00
C  -0.52  0.20  -4.49  0.00
C  -0.39  -8.20  -0.82  0.00
C  -2.01  -3.21  0.31  0.01
C  -0.59  2.83  -0.63  0.00
C  1.97  0.04  0.62  0.05
C  -0.79  -6.88  -0.68  0.00
C  -3.65  -4.62  -0.90  0.00
C  -3.09  -7.60  -0.60  0.00
C  -2.67  -8.91  -0.74  0.00
C  -3.55  0.20  -1.84  0.00
C  -3.01  -0.53  -2.91  0.00
C  -1.61  3.73  -0.57  0.00
C  -1.16  -4.88  -3.66  0.00
H  -2.15  -0.22  -5.88  0.00
H  -5.30  1.00  -0.89  0.00
H  -3.54  -1.59  -4.70  0.00
H  -0.58  0.04  -6.65  0.00
H  1.39  -0.83  -4.70  0.00
H  -3.33  3.67  0.69  0.00
H  1.36  0.79  -5.40  0.00
H  -3.41  -9.70  -0.75  0.00
H  -1.88  -5.65  -3.90  0.00
H  0.51  -6.23  -3.65  0.00
H  0.67  -8.42  -0.89  0.00
H  0.26  2.81  -1.28  0.00
H  1.45  0.58  -3.64  0.00
H  -2.07  1.74  -4.33  0.00
H  -6.84  0.14  -2.62  0.00
H  -2.39  1.52  1.66  0.00
H  -1.01  -10.25  -0.96  0.00
H  -2.63  -3.34  -3.59  0.00
H  -1.82  4.62  -1.13  0.00
H  -0.64  2.24  -5.25  0.00
H  -4.14  -7.36  -0.51  0.00
H  2.14  -4.48  -3.01  0.00
H  -0.57  2.13  -3.49  0.00
H  -2.86  0.57  -1.09  0.00
H  1.39  -2.16  -2.68  0.00
H  -0.07  -6.08  -0.65  0.00
H  -5.94  -1.16  -4.52  0.00
H  -0.92  -1.49  -5.83  0.00

Summary:
2S+1 = 3
net charge = -1
expectation value of S² = 2.006

***

Most stable pick: (x). Distance to second place: 0.0039 hartree.

***

(w)
Density functional theory data (wB97M-V/def2-TZVPD) for a cluster of 2 separate species, C4H8Br2Si in total.

Last column: natural (NBO) charge in e.
Atoms and positions in Å:
Br  1.47  -2.24  0.30  -0.34
Br  3.96  0.19  -0.50  -0.36
Si  1.73  0.04  0.21  1.39
C  -2.60  -2.78  -0.91  -0.22
C  1.66  0.87  1.95  -1.11
C  0.67  0.53  -1.32  -1.13
C  -3.33  -1.86  -1.12  -0.24
H  0.60  -0.40  -1.95  0.27
H  -2.03  -3.60  -0.61  0.23
H  2.48  0.45  2.53  0.26
H  -0.35  0.84  -0.85  0.25
H  1.24  1.27  -1.93  0.26
H  1.80  1.99  1.80  0.25
H  0.66  0.73  2.36  0.25
H  -3.93  -1.05  -1.44  0.23

Summary:
2S+1 = 1
net charge = 0
SMILES = C[Si](C)(Br)Br.C#C

***

(x)
Density functional theory data (wB97M-V/def2-TZVPD) for an isolated molecule of C4H8Br2Si.

Last column: natural (NBO) charge in e.
Atoms and positions in Å:
Br  -1.68  3.74  1.07  0.01
Br  1.71  -1.37  1.96  -0.30
Si  0.52  -0.63  0.27  1.42
C  -0.82  2.24  0.31  -0.30
C  -0.24  1.36  1.08  -0.52
C  -1.07  -1.66  -0.04  -1.10
C  1.64  -0.62  -1.26  -1.12
H  2.64  -0.46  -0.98  0.25
H  -1.10  -2.38  -0.73  0.23
H  -1.38  -2.09  0.92  0.25
H  -1.88  -0.79  -0.19  0.25
H  -0.11  1.76  2.14  0.23
H  1.29  0.08  -1.94  0.25
H  1.37  -1.42  -1.90  0.25
H  -0.87  2.24  -0.72  0.20

Summary:
2S+1 = 1
net charge = 0
SMILES = C[Si](C)(Br)/C=C/Br

***

Most stable pick: (w). Distance to second place: 0.0349 hartree.

***

(w)
Density functional theory data (wB97M-V/def2-TZVPD) for a structure of composition C22H29F7MoN6S3SbSi.

Last column: Löwdin spin population.
Atoms and positions in Å:
Sb  3.70  -2.71  -2.65  0.00
Mo  0.82  -0.95  -0.08  0.90
S  2.98  -0.79  4.33  0.00
S  -3.28  0.01  1.69  0.00
S  2.71  -0.63  1.43  0.00
Si  2.82  1.31  -1.96  0.00
F  2.73  0.16  -3.09  0.00
F  -0.05  0.67  1.37  0.00
F  1.23  -2.55  -3.30  0.00
F  4.75  -3.82  -1.45  0.00
F  1.73  -2.49  -0.68  0.07
F  3.84  -1.26  -1.36  0.00
F  5.24  -1.95  -3.55  0.00
N  -0.72  -2.50  -0.44  0.00
N  1.75  0.91  -0.61  0.02
N  -4.56  -0.34  -0.69  0.00
N  0.20  -1.78  1.84  -0.01
N  -4.92  1.59  0.19  0.00
N  0.81  -1.61  3.06  0.00
C  -1.51  -2.78  0.61  0.00
C  -2.85  -4.20  -0.74  0.00
C  4.61  1.58  -1.51  0.00
C  -4.26  0.42  0.40  0.00
C  -0.88  -3.12  -1.61  0.00
C  2.40  3.11  0.37  0.01
C  -1.97  -3.98  -1.78  0.00
C  -2.61  -3.61  0.50  0.00
C  2.09  2.79  -2.84  0.00
C  -5.60  1.55  -1.02  0.00
C  1.99  -1.09  2.92  0.00
C  0.73  1.82  1.38  0.01
C  -0.96  -2.32  1.87  0.02
C  2.08  -1.71  5.59  0.00
C  0.53  2.71  2.40  0.00
C  -0.10  -0.29  -2.33  0.00
C  -0.74  0.11  -1.05  -0.03
C  -5.38  0.34  -1.57  0.00
C  2.23  4.05  1.38  0.00
C  -4.85  2.74  1.07  0.00
C  1.64  1.93  0.33  0.00
C  1.30  3.87  2.39  0.01
H  -0.21  2.50  3.16  0.00
H  -2.09  -4.48  -2.74  0.00
H  2.56  3.74  -2.56  0.00
H  4.93  2.60  -1.74  0.00
H  1.02  2.88  -2.67  0.00
H  -0.10  -2.94  -2.38  0.00
H  -0.73  1.17  -0.83  0.00
H  0.23  0.54  -2.95  0.00
H  4.79  1.37  -0.46  0.00
H  5.22  0.88  -2.09  0.00
H  -0.66  -1.01  -2.92  0.00
H  -4.03  3.39  0.79  0.00
H  1.04  -1.40  5.63  0.00
H  3.17  3.29  -0.37  0.00
H  0.89  -0.86  -2.20  0.00
H  -4.67  2.38  2.08  0.00
H  2.15  -2.78  5.41  0.00
H  1.19  4.60  3.18  0.00
H  2.25  2.67  -3.92  0.00
H  -5.79  3.28  1.03  0.00
H  2.57  -1.47  6.54  0.00
H  -1.72  -0.32  -0.85  0.00
H  -5.73  -0.09  -2.49  0.00
H  -4.20  -1.28  -0.79  0.00
H  -3.24  -3.80  1.36  0.00
H  -3.70  -4.85  -0.87  0.00
H  -1.42  -2.54  2.82  0.00
H  -6.19  2.38  -1.37  0.00
H  2.85  4.93  1.37  0.00

Summary:
2S+1 = 2
net charge = 0
expectation value of S² = 0.762

***

(x)
Density functional theory data (wB97M-V/def2-TZVPD) for a structure of composition C22H29F7MoN6S3SbSi.

Last column: Löwdin spin population.
Atoms and positions in Å:
Sb  -1.61  1.04  -3.64  0.00
Mo  -0.03  -0.41  -0.11  1.21
S  0.03  2.02  -0.12  0.00
S  2.47  -2.22  -1.95  0.00
S  2.39  3.73  -0.99  -0.01
Si  -1.62  0.79  2.67  0.01
F  0.05  1.96  -3.42  0.00
F  -0.51  -0.35  -4.34  0.00
F  -1.28  0.17  -1.91  0.02
F  -3.13  -0.04  -3.77  0.00
F  -2.53  2.42  -2.77  0.00
F  -1.85  1.79  -5.34  0.00
F  -1.68  -2.02  -0.61  0.01
N  0.63  -1.66  1.39  -0.06
N  1.91  0.12  0.23  -0.09
N  -1.70  0.00  1.10  0.08
N  2.56  1.24  -0.24  0.01
N  4.21  -0.19  -2.48  0.00
N  2.23  0.19  -3.23  0.00
C  -4.19  0.01  0.99  0.01
C  0.32  -3.44  2.96  -0.03
C  5.32  -0.83  -1.79  0.00
C  -2.22  2.57  2.62  0.00
C  -5.34  -0.55  0.45  0.00
C  0.73  -1.86  -1.62  0.00
C  -2.69  -0.19  3.88  0.00
C  -2.92  -0.47  0.63  0.00
C  1.72  -3.51  3.19  -0.02
C  2.99  1.30  -3.54  0.00
C  -0.17  -2.53  2.07  -0.01
C  -4.05  -2.10  -0.84  0.00
C  -2.95  -1.53  -0.27  0.01
C  1.98  -1.70  1.63  -0.05
C  2.67  -0.68  0.98  -0.08
C  0.13  0.81  3.34  0.00
C  2.53  -2.64  2.53  -0.02
C  2.97  -0.70  -2.57  0.00
C  0.91  4.69  -1.36  0.00
C  4.24  1.05  -3.09  0.00
C  1.72  2.21  -0.44  -0.02
C  -5.29  -1.59  -0.46  0.01
H  -2.05  -0.63  4.65  0.00
H  -1.55  3.19  2.03  0.00
H  -4.27  0.83  1.68  0.00
H  2.57  2.15  -4.03  0.00
H  1.27  5.63  -1.78  0.00
H  3.71  -0.44  1.13  0.00
H  -6.30  -0.14  0.74  0.00
H  -2.22  2.96  3.64  0.00
H  0.30  4.17  -2.10  0.00
H  0.22  -1.74  -2.58  0.00
H  1.25  0.10  -3.44  0.00
H  6.02  -0.06  -1.47  0.00
H  0.12  1.41  4.25  0.00
H  0.84  1.26  2.65  0.00
H  -3.42  0.44  4.38  0.00
H  -3.22  2.68  2.21  0.00
H  3.61  -2.65  2.68  0.00
H  0.48  -0.19  3.60  0.00
H  2.12  -4.23  3.88  0.00
H  -0.36  -4.10  3.48  0.00
H  5.82  -1.55  -2.43  0.00
H  5.13  1.65  -3.11  0.00
H  -1.23  -2.45  1.88  0.00
H  -6.19  -2.00  -0.89  0.00
H  -3.23  -1.00  3.39  0.00
H  0.33  4.89  -0.46  0.00
H  0.39  -2.83  -1.24  0.00
H  -3.94  -2.90  -1.55  0.00
H  4.93  -1.34  -0.91  0.00

Summary:
2S+1 = 2
net charge = 0
expectation value of S² = 0.973

***

Most stable pick: (x). Distance to second place: 0.0584 hartree.

***

(w)
Density functional theory data (wB97M-V/def2-TZVPD) for a cluster of 2 separate species, N3O3 in total.

Last column: natural (NBO) charge in e.
Atoms and positions in Å:
O  1.50  -1.00  -0.10  -0.59
O  1.04  1.03  -0.78  -0.61
O  -1.46  0.38  1.32  -0.39
N  1.66  0.24  0.01  0.21
N  -1.40  -0.10  0.28  0.44
N  -1.34  -0.54  -0.73  -0.06

Summary:
2S+1 = 1
net charge = -1

***

(x)
Density functional theory data (wB97M-V/def2-TZVPD) for a cluster of 2 separate species, N3O3 in total.

Last column: natural (NBO) charge in e.
Atoms and positions in Å:
O  0.06  0.90  -0.59  -0.59
O  1.36  -1.38  -1.03  -0.41
O  -1.45  2.03  0.49  -0.56
N  0.12  -1.34  0.86  -0.12
N  0.67  -1.21  -0.10  0.44
N  -0.76  0.99  0.37  0.24

Summary:
2S+1 = 1
net charge = -1

***

Most stable pick: (w). Distance to second place: 0.0060 hartree.